Density functional theory data (ωB97M-V with the def2-TZVPD basis set) for C2H3ClIN in the gas phase.

Structure (XYZ):
```
8
Properties=species:S:1:pos:R:3
C -0.223 -1.027 0.397
N 0.375 0.232 0.634
C 0.367 1.207 -0.111
Cl 1.150 2.633 0.341
I -0.525 1.209 -2.110
H -0.967 -0.992 -0.421
H -0.754 -1.575 1.148
H 0.577 -1.687 0.123
```

Properties
Structure (SMILES)   C/N=C(/Cl)I
Frontier orbital gap   9.94 eV

In the natural (NBO) picture, each atom carries the following charge in e: -0.448, -0.417, 0.121, 0.070, 0.039, 0.193, 0.222, 0.219

***

Density functional theory data (ωB97M-V with the def2-TZVPD basis set) for a molecular structure, C2H3ClINO.

Structure (XYZ):
```
9
Properties=species:S:1:pos:R:3
C 0.488 1.131 -0.074
C -1.099 -0.814 0.794
N 1.343 0.436 -0.754
O 0.045 2.142 0.362
Cl -0.408 -2.112 0.042
I -2.838 -0.102 -0.138
H -0.932 -0.802 1.802
H 1.072 -0.456 -1.103
H 2.329 0.576 -0.931
```

Properties
Frontier orbital gap (alpha / beta)   7.77 / 7.04 eV

In the natural (NBO) picture, each atom carries the following charge in e: 0.770, -0.606, -0.838, -0.488, 0.009, 0.140, 0.187, 0.420, 0.405

***

Density functional theory data (ωB97M-V with the def2-TZVPD basis set) for a molecular structure, C2H3ClN.

Structure (XYZ):
```
7
Properties=species:S:1:pos:R:3
C -0.293 -0.084 0.000
C -1.475 -0.238 0.007
N 1.106 0.033 -0.006
Cl -3.700 0.079 0.022
H 1.373 0.892 -0.514
H 1.537 -0.781 -0.475
H 1.453 0.098 0.966
```

Properties
Total charge   +1
Frontier orbital gap   9.04 eV

In the natural (NBO) picture, each atom carries the following charge in e: -0.111, 0.225, -0.689, 0.143, 0.477, 0.477, 0.477

***

Density functional theory data (ωB97M-V with the def2-TZVPD basis set) for 2 unconnected molecules or ions with the total composition C2H3ClN.

Structure (XYZ):
```
7
Properties=species:S:1:pos:R:3
C 0.280 -0.699 -0.094
C 1.359 -0.081 0.096
N -1.565 0.700 0.175
Cl -2.992 0.110 -0.058
H 2.405 -0.201 0.410
H 1.139 1.032 -0.177
H -0.625 -0.862 -0.352
```

Properties
Total charge   +1
Frontier orbital gap (alpha / beta)   7.41 / 7.33 eV

In the natural (NBO) picture, each atom carries the following charge in e: 0.368, -0.489, -0.313, 0.478, 0.354, 0.391, 0.211